C29H35Cl2CrN5O3SeSi2 as an isolated structure. Source: OMol25; level of theory: ωB97M-V/def2-TZVPD.

Atoms and positions in Å:
1 Cr -1.300 -0.357 0.063
2 C 1.142 -0.696 3.519
3 C 0.513 -0.801 2.169
4 N -0.161 0.155 1.638
5 N -0.341 1.374 2.238
6 C -0.629 2.255 1.281
7 O -0.665 2.012 0.050
8 C -0.897 3.652 1.758
9 C -1.128 4.647 0.817
10 C -1.379 5.950 1.221
11 C -1.404 6.265 2.572
12 C -1.179 5.272 3.517
13 C -0.927 3.970 3.113
14 C 0.702 -1.964 1.252
15 C 1.536 -2.969 1.666
16 C 2.145 -3.998 0.869
17 C 2.332 -3.941 -0.457
18 C 1.909 -2.781 -1.302
19 N 0.052 -1.767 0.075
20 H 0.963 0.298 3.918
21 H 2.215 -0.888 3.468
22 H 0.705 -1.435 4.195
23 H -1.115 4.373 -0.229
24 H -1.562 6.720 0.481
25 H -1.604 7.281 2.889
26 H -1.206 5.513 4.572
27 H -0.757 3.184 3.834
28 H 1.839 -2.933 2.704
29 H 2.555 -4.850 1.405
30 H 2.857 -4.755 -0.945
31 H 2.061 -3.079 -2.344
32 C 4.025 -1.259 0.599
33 Si 3.218 -1.380 -1.087
34 C 2.629 0.348 -1.502
35 C 4.563 -1.867 -2.312
36 C 0.392 -2.405 -1.184
37 C 0.090 -1.372 -2.253
38 C 0.358 -1.566 -3.607
39 C 0.094 -0.548 -4.501
40 C -0.434 0.652 -4.040
41 C -0.704 0.769 -2.693
42 N -0.446 -0.222 -1.837
43 Si -0.694 -4.004 -1.474
44 C -2.311 -3.626 -2.326
45 C 0.214 -5.195 -2.619
46 C -1.036 -4.816 0.166
47 H 4.937 -0.667 0.487
48 H 4.291 -2.234 1.004
49 H 3.382 -0.753 1.318
50 H 3.476 1.029 -1.382
51 H 1.838 0.682 -0.829
52 H 2.266 0.444 -2.526
53 H 5.397 -1.165 -2.280
54 H 4.181 -1.887 -3.335
55 H 4.953 -2.861 -2.082
56 H 0.764 -2.510 -3.945
57 H 0.300 -0.687 -5.555
58 H -0.655 1.472 -4.708
59 H -1.131 1.660 -2.250
60 H -2.176 -3.096 -3.271
61 H -2.977 -3.032 -1.707
62 H -2.802 -4.580 -2.543
63 H 0.434 -4.750 -3.592
64 H -0.451 -6.042 -2.798
65 H 1.140 -5.579 -2.197
66 H -1.427 -4.089 0.879
67 H -0.135 -5.261 0.588
68 H -1.788 -5.598 0.033
69 Cl -5.901 1.647 -1.057
70 C -4.932 0.291 -1.625
71 Cl -4.668 0.397 -3.390
72 C -3.580 0.198 -0.929
73 O -2.900 -0.830 -1.223
74 O -3.179 1.039 -0.124
75 H -5.481 -0.626 -1.432
76 Se -2.722 -1.325 2.011
77 C -4.281 -1.790 1.156
78 N -5.271 -2.074 0.629

Computed properties:
- HOMO level (spin up / spin down) (eV) = -4.52 / -4.71
- frontier orbital gap (spin up / spin down) (eV) = 6.9 / 7.0
- spin multiplicity = 4
- LUMO energy (spin up / spin down) (eV) = 2.40 / 2.33
- <S²> = 3.810
- net charge = -1

Mulliken population analysis, charges in e, atoms 1 to 2: 0.01, -2.03

C29H35CoO5Te as an isolated structure at a distorted geometry. Source: OMol25; level of theory: ωB97M-V/def2-TZVPD.

Atoms and positions in Å:
1 C 0.355 -0.587 -4.017
2 C 0.158 -1.324 -2.651
3 C -0.080 0.868 -3.846
4 C -0.906 0.896 -2.502
5 H -0.737 1.184 -4.676
6 H 0.810 1.520 -3.728
7 C -0.987 -0.638 -1.972
8 H 1.067 -1.205 -2.061
9 H -0.013 -2.389 -2.855
10 C -1.242 -0.956 -0.455
11 H -1.893 -1.029 -2.455
12 H -1.961 1.186 -2.690
13 C -0.347 1.952 -1.651
14 C 1.773 -0.708 -4.550
15 C -0.449 -1.244 -5.145
16 O -0.966 -0.585 -6.055
17 O 2.757 -0.639 -3.828
18 O 1.807 -0.944 -5.871
19 O -0.437 -2.583 -5.130
20 C -0.987 -3.167 -6.324
21 H -0.841 -4.229 -6.148
22 H -0.393 -2.829 -7.184
23 H -2.049 -2.898 -6.422
24 C 3.119 -1.131 -6.391
25 H 3.760 -0.275 -6.170
26 H 2.974 -1.245 -7.463
27 H 3.573 -2.033 -5.974
28 O -0.696 0.008 0.339
29 H -0.894 -2.021 -0.259
30 H -2.353 -0.827 -0.335
31 C -1.278 2.805 -0.871
32 C 1.104 1.937 -1.344
33 H 1.629 2.717 -1.952
34 H 1.619 0.977 -1.569
35 H 1.346 2.160 -0.287
36 H -0.925 3.066 0.163
37 H -2.268 2.301 -0.753
38 H -1.428 3.756 -1.453
39 Co -0.144 0.305 1.847
40 C -1.983 -0.007 3.354
41 C -2.866 -0.329 2.271
42 C -2.559 -1.635 1.800
43 H -3.563 0.377 1.838
44 C -1.517 -2.168 2.626
45 C -1.203 -1.188 3.602
46 H -0.494 -1.281 4.418
47 H -2.114 0.830 4.055
48 H -3.111 -2.199 1.035
49 H -1.094 -3.166 2.542
50 C 1.862 0.345 2.456
51 C 1.848 -0.621 3.524
52 C 1.687 -1.908 2.950
53 H 2.016 -0.391 4.576
54 C 1.600 -1.788 1.539
55 C 1.731 -0.396 1.190
56 H 2.094 -0.006 0.233
57 H 2.121 1.403 2.532
58 H 1.655 -2.842 3.510
59 H 1.475 -2.598 0.815
60 Te -0.361 2.630 2.758
61 C -0.178 2.475 4.861
62 C -1.340 2.562 5.656
63 C -1.244 2.328 7.029
64 C -0.002 2.043 7.619
65 C 1.159 2.045 6.830
66 C 1.088 2.272 5.447
67 H -2.294 2.768 5.165
68 H -2.149 2.346 7.642
69 H 0.056 1.841 8.695
70 H 2.124 1.835 7.297
71 H 1.980 2.268 4.822

Computed properties:
- HOMO level (spin up / spin down) (eV) = 0.20 / -0.11
- frontier orbital gap (spin up / spin down) (eV) = 3.5 / 3.8
- spin multiplicity = 5
- LUMO energy (spin up / spin down) (eV) = 3.72 / 3.72
- <S²> = 6.026
- net charge = -2

Mulliken population analysis, charges in e, atoms 1 to 2: 3.63, -1.78

A 4-piece molecular cluster, C29H35F33NO5PS overall at a distorted geometry. Source: OMol25; level of theory: ωB97M-V/def2-TZVPD.

Atoms and positions in Å:
1 C 2.666 1.099 2.686
2 C 2.970 -0.308 2.133
3 C 3.068 -0.331 0.599
4 C 1.758 -0.825 -0.001
5 C 1.647 -0.448 -1.465
6 C 0.413 -0.987 -2.193
7 C -0.838 -0.146 -1.969
8 C -1.674 -0.514 -0.740
9 O -1.131 -1.606 -0.073
10 O -1.762 0.501 0.251
11 C -2.446 1.665 -0.085
12 C -3.941 1.422 -0.217
13 N -4.534 0.927 1.032
14 P -4.935 2.833 -0.910
15 S -6.140 3.690 0.358
16 C -2.074 2.734 0.998
17 F -3.163 3.323 1.517
18 F -1.397 2.162 2.024
19 C -1.187 3.885 0.467
20 F -0.946 4.743 1.479
21 F -1.906 4.540 -0.484
22 C 0.165 3.451 -0.168
23 F 0.537 2.227 0.245
24 F 0.024 3.418 -1.515
25 C 1.334 4.427 0.141
26 F 1.725 4.297 1.415
27 F 2.374 4.089 -0.654
28 F 0.995 5.695 -0.117
29 H 1.851 1.058 3.389
30 H 2.411 1.762 1.874
31 H 3.528 1.490 3.203
32 H 2.151 -0.948 2.429
33 H 3.853 -0.720 2.597
34 H 3.319 0.655 0.226
35 H 3.882 -0.989 0.316
36 H 1.732 -1.900 0.090
37 H 0.968 -0.341 0.558
38 H 2.510 -0.866 -1.972
39 H 1.670 0.626 -1.608
40 H 0.645 -0.911 -3.249
41 H 0.254 -2.036 -1.994
42 H -1.480 -0.243 -2.832
43 H -0.531 0.891 -1.949
44 H -2.659 -0.826 -1.084
45 H -1.214 -1.438 0.872
46 H -2.115 2.083 -1.034
47 H -4.046 0.661 -0.977
48 H -5.516 0.740 0.855
49 H -4.127 0.006 1.175
50 H -5.710 2.245 -1.918
51 H -4.059 3.705 -1.574
52 F -0.204 0.396 4.819
53 C -1.090 0.793 5.751
54 F -0.393 1.321 6.783
55 C -1.928 -0.377 6.281
56 F -1.137 -1.261 6.926
57 F -2.753 0.179 7.212
58 C -2.855 -1.122 5.302
59 O -2.428 -2.367 4.753
60 C -1.700 -2.463 3.595
61 F -1.579 -1.277 2.958
62 F -2.383 -3.276 2.757
63 C -0.337 -3.130 3.811
64 F 0.405 -2.457 4.707
65 F 0.311 -3.114 2.625
66 H -1.735 1.571 5.331
67 H -3.710 -1.405 5.913
68 H -3.244 -0.455 4.533
69 H -0.463 -4.157 4.159
70 F -3.427 -1.301 -4.521
71 C -4.448 -0.539 -4.101
72 F -3.973 0.267 -3.112
73 C -5.596 -1.363 -3.512
74 F -5.176 -1.995 -2.395
75 F -6.515 -0.433 -3.121
76 C -6.348 -2.346 -4.426
77 O -6.021 -3.726 -4.361
78 C -5.037 -4.307 -5.130
79 F -4.544 -3.465 -6.058
80 F -5.613 -5.331 -5.794
81 C -3.929 -4.926 -4.270
82 F -3.350 -3.996 -3.488
83 F -2.987 -5.446 -5.086
84 H -4.795 0.087 -4.928
85 H -7.371 -2.316 -4.057
86 H -6.390 -1.987 -5.454
87 H -4.342 -5.716 -3.639
88 F 9.246 -0.259 0.412
89 C 8.588 0.450 1.347
90 F 8.454 -0.335 2.442
91 C 7.192 0.868 0.875
92 F 6.421 -0.220 0.679
93 F 6.659 1.559 1.923
94 C 7.079 1.810 -0.340
95 O 6.767 1.260 -1.613
96 C 7.715 0.814 -2.501
97 F 8.970 1.106 -2.112
98 F 7.503 1.468 -3.665
99 C 7.543 -0.676 -2.817
100 F 7.639 -1.422 -1.703
101 F 8.520 -1.055 -3.672
102 H 9.180 1.328 1.620
103 H 6.205 2.419 -0.116
104 H 7.920 2.501 -0.393
105 H 6.568 -0.848 -3.279

Computed properties:
- HOMO level (eV) = -8.70
- structure (SMILES) = CCCCCCC[C@@H](O)O[C@@H]([C@@H](N)[PH2]=S)C(F)(F)C(F)(F)C(F)(F)C(F)(F)F.FC(F)C(F)(F)COC(F)(F)C(F)F.FC(F)C(F)(F)COC(F)(F)C(F)F.FC(F)C(F)(F)COC(F)(F)C(F)F
- frontier orbital gap (eV) = 8.9
- LUMO energy (eV) = 0.18

Mulliken population analysis, charges in e, atoms 1 to 2: -0.46, -0.13

C29H35IN4Rh as an isolated structure. Source: OMol25; level of theory: ωB97M-V/def2-TZVPD.

Atoms and positions in Å:
1 Rh -0.350 1.025 -0.142
2 N 1.938 0.560 -0.466
3 C 2.866 1.182 -1.442
4 C 2.125 1.907 -2.564
5 C 2.021 3.413 -2.313
6 C 1.425 3.785 -0.964
7 N 0.075 3.207 -0.809
8 H 2.338 0.588 0.466
9 H 1.837 -0.425 -0.686
10 H 3.531 0.416 -1.844
11 H 3.499 1.888 -0.903
12 H 1.130 1.462 -2.686
13 H 2.638 1.747 -3.513
14 H 1.433 3.882 -3.107
15 H 3.019 3.853 -2.374
16 H 1.380 4.873 -0.875
17 H 2.046 3.422 -0.142
18 H -0.415 3.258 -1.699
19 H -0.477 3.752 -0.154
20 I -2.913 2.158 0.884
21 C -2.089 2.249 2.797
22 C -2.709 2.964 3.782
23 C -2.168 2.972 5.082
24 C -1.053 2.235 5.360
25 C -0.419 1.467 4.355
26 C 0.686 0.639 4.664
27 C 1.252 -0.150 3.704
28 C 0.772 -0.099 2.380
29 C -0.252 0.746 2.015
30 C -0.917 1.494 3.024
31 H -3.615 3.517 3.574
32 H -2.655 3.551 5.854
33 H -0.639 2.215 6.360
34 H 1.053 0.621 5.682
35 H 2.067 -0.819 3.948
36 H 1.222 -0.773 1.658
37 C 1.571 -3.305 -3.347
38 C 1.876 -2.311 -2.224
39 C 1.331 -2.791 -0.898
40 C 1.984 -3.835 -0.245
41 C 1.479 -4.374 0.923
42 C 0.291 -3.889 1.453
43 C -0.390 -2.844 0.846
44 C -1.707 -2.370 1.399
45 C -2.895 -3.049 0.715
46 C 0.157 -2.289 -0.324
47 N -0.481 -1.148 -0.885
48 C -1.227 -1.277 -1.933
49 C -1.866 -0.137 -2.487
50 C -2.701 0.022 -3.595
51 C -3.035 1.378 -3.632
52 C -2.411 1.970 -2.538
53 N -1.684 1.064 -1.848
54 H 1.965 -2.949 -4.299
55 H 0.496 -3.453 -3.455
56 H 2.015 -4.277 -3.136
57 H 1.462 -1.337 -2.500
58 H 2.960 -2.183 -2.142
59 H 2.900 -4.229 -0.670
60 H 2.004 -5.180 1.418
61 H -0.117 -4.328 2.356
62 H -1.794 -1.286 1.292
63 H -1.731 -2.580 2.470
64 H -2.932 -2.808 -0.348
65 H -3.835 -2.724 1.161
66 H -2.831 -4.133 0.808
67 H -1.377 -2.257 -2.385
68 H -3.006 -0.748 -4.284
69 H -3.667 1.872 -4.352
70 H -2.487 3.000 -2.216

Computed properties:
- HOMO level (spin up / spin down) (eV) = -10.60 / -10.72
- frontier orbital gap (spin up / spin down) (eV) = 8.2 / 5.8
- spin multiplicity = 5
- LUMO energy (spin up / spin down) (eV) = -2.40 / -4.95
- <S²> = 6.014
- net charge = +1

Mulliken population analysis, charges in e, atoms 1 to 2: -0.20, -0.19

C29H35O5TcTe as an isolated structure at a distorted geometry. Source: OMol25; level of theory: ωB97M-V/def2-TZVPD.

Atoms and positions in Å:
1 C -3.772 1.798 0.398
2 C -2.630 1.882 1.450
3 C -3.121 1.631 -0.997
4 C -1.710 2.202 -0.818
5 H -3.712 2.166 -1.747
6 H -3.079 0.562 -1.247
7 C -1.335 1.753 0.644
8 H -2.755 1.090 2.199
9 H -2.651 2.866 1.945
10 C -0.859 0.295 0.614
11 H -0.534 2.393 1.048
12 H -1.784 3.303 -0.787
13 C -0.717 1.840 -1.840
14 C -4.765 0.679 0.599
15 C -4.720 3.000 0.424
16 O -4.787 3.762 -0.531
17 O -4.650 -0.250 1.384
18 O -5.844 0.853 -0.186
19 O -5.542 3.184 1.483
20 C -5.444 2.536 2.778
21 H -4.429 2.203 3.043
22 H -6.149 1.695 2.813
23 H -5.769 3.315 3.474
24 C -6.834 -0.167 -0.030
25 H -6.460 -1.123 -0.417
26 H -7.685 0.181 -0.612
27 H -7.103 -0.286 1.026
28 O 0.323 0.243 -0.107
29 H -1.617 -0.363 0.145
30 H -0.731 -0.085 1.656
31 C 0.360 2.798 -2.109
32 C -0.936 0.717 -2.755
33 H -1.898 0.797 -3.289
34 H -0.927 -0.250 -2.229
35 H -0.134 0.688 -3.503
36 H 1.318 2.276 -2.246
37 H 0.457 3.525 -1.293
38 H 0.148 3.359 -3.037
39 Tc 1.998 -0.960 0.665
40 C 3.973 -0.389 1.318
41 C 3.171 0.803 1.291
42 C 2.094 0.639 2.225
43 H 3.348 1.683 0.683
44 C 2.215 -0.661 2.809
45 C 3.381 -1.297 2.246
46 H 3.792 -2.261 2.525
47 H 4.889 -0.559 0.765
48 H 1.345 1.383 2.484
49 H 1.554 -1.067 3.568
50 C 1.360 -3.125 -0.929
51 C 2.219 -3.008 0.234
52 C 1.326 -2.847 1.387
53 H 3.253 -3.339 0.295
54 C -0.025 -2.771 0.883
55 C 0.017 -2.974 -0.517
56 H -0.858 -3.073 -1.156
57 H 1.692 -3.353 -1.936
58 H 1.578 -3.111 2.409
59 H -0.918 -2.709 1.504
60 Te 2.947 -0.385 -1.958
61 C 4.783 -1.389 -1.875
62 C 5.959 -0.639 -1.641
63 C 7.159 -1.310 -1.392
64 C 7.201 -2.711 -1.419
65 C 6.052 -3.448 -1.736
66 C 4.845 -2.791 -1.999
67 H 5.893 0.449 -1.634
68 H 8.063 -0.738 -1.180
69 H 8.137 -3.231 -1.204
70 H 6.091 -4.538 -1.782
71 H 3.944 -3.339 -2.273

Computed properties:
- HOMO level (spin up / spin down) (eV) = -2.65 / -3.67
- frontier orbital gap (spin up / spin down) (eV) = 5.1 / 6.1
- relative energy (zero: lowest compared OMol25 entry of this formula, charge and spin) (kcal/mol) = 1.7
- spin multiplicity = 4
- LUMO energy (spin up / spin down) (eV) = 2.44 / 2.43
- <S²> = 3.780
- net charge = -1

Mulliken population analysis, charges in e, atoms 1 to 2: 2.94, -1.98

C29H36AsAuF3O6SSe as an isolated structure. Source: OMol25; level of theory: ωB97M-V/def2-TZVPD.

Atoms and positions in Å:
1 Au -0.215 0.590 1.396
2 C 3.053 6.978 -2.186
3 C 2.374 6.150 -1.131
4 C 1.090 6.454 -0.697
5 C 0.446 5.706 0.277
6 C -0.899 6.187 0.749
7 C 1.102 4.583 0.809
8 Se 0.473 3.646 2.343
9 C 2.416 4.265 0.407
10 C 3.271 3.149 0.947
11 C 3.019 5.072 -0.555
12 H 2.386 7.747 -2.574
13 H 3.373 6.353 -3.021
14 H 3.941 7.470 -1.785
15 H 0.573 7.307 -1.122
16 H -1.164 7.109 0.233
17 H -0.887 6.380 1.823
18 H -1.682 5.463 0.552
19 H 2.720 2.417 1.526
20 H 4.069 3.571 1.565
21 H 3.721 2.619 0.112
22 H 4.025 4.819 -0.875
23 F 1.236 -1.222 -2.686
24 C 1.969 -0.133 -2.427
25 F 2.812 -0.432 -1.438
26 F 2.708 0.117 -3.521
27 S 0.894 1.335 -1.993
28 O -0.380 0.727 -1.641
29 O 0.884 2.126 -3.199
30 O 1.575 1.925 -0.857
31 O 1.003 -3.346 1.682
32 C 0.347 -2.321 1.746
33 O 0.769 -1.176 1.309
34 C -1.060 -2.427 2.318
35 C -1.819 -3.530 1.938
36 C -3.121 -3.686 2.387
37 C -3.674 -2.757 3.258
38 C -2.909 -1.680 3.683
39 C -1.612 -1.515 3.212
40 H -1.367 -4.254 1.273
41 H -3.705 -4.537 2.057
42 H -4.690 -2.879 3.615
43 H -3.321 -0.960 4.379
44 H -1.025 -0.670 3.550
45 C -3.034 -3.761 -1.306
46 As -1.744 -2.274 -1.215
47 C -1.871 -1.804 -3.113
48 C -2.909 -0.860 -0.448
49 C -4.304 -0.781 -0.958
50 C -5.343 -1.459 -0.319
51 C -6.640 -1.402 -0.807
52 C -6.927 -0.661 -1.946
53 C -5.904 0.023 -2.588
54 C -4.607 -0.035 -2.098
55 H -3.954 -3.478 -1.819
56 H -3.276 -4.113 -0.303
57 H -2.553 -4.574 -1.852
58 H -2.907 -1.741 -3.449
59 H -1.355 -2.578 -3.682
60 H -1.364 -0.854 -3.270
61 H -2.351 0.056 -0.639
62 H -2.894 -1.053 0.629
63 H -5.120 -2.038 0.571
64 H -7.431 -1.936 -0.294
65 H -7.940 -0.615 -2.328
66 H -6.116 0.608 -3.475
67 H -3.811 0.507 -2.597
68 C -3.262 2.086 1.944
69 C -2.227 3.015 1.334
70 C -2.237 2.995 -0.184
71 O -0.952 2.551 1.878
72 H -4.253 2.328 1.556
73 H -3.274 2.169 3.031
74 H -3.040 1.052 1.672
75 H -2.359 4.016 1.746
76 H -3.146 2.512 -0.548
77 H -1.398 2.414 -0.567
78 H -2.187 3.986 -0.634

Computed properties:
- HOMO level (eV) = -5.50
- frontier orbital gap (eV) = 7.4
- relative energy (zero: lowest compared OMol25 entry of this formula, charge and spin) (kcal/mol) = 43.8
- LUMO energy (eV) = 1.91
- net charge = -1

Mulliken population analysis, charges in e, atoms 1 to 2: 1.09, -1.57